[1]
# C7H12S

A single C7H12S molecule at a distorted geometry (the ωB97M-V functional and the def2-TZVPD basis, OMol25).

```
20
Properties=species:S:1:pos:R:3:mulliken_charge:R:1
C -1.135 1.136 0.508 -0.7781
C 0.121 1.803 -0.156 -0.7461
C 1.328 0.880 -0.158 0.1712
C 1.535 -0.132 1.014 -0.9652
C 0.942 -1.252 0.113 0.1263
C -0.516 -1.545 0.291 -0.9562
S -1.743 -0.323 -0.289 -0.1567
C 1.335 -0.334 -1.122 -0.8890
H -1.045 0.981 1.584 0.3566
H -1.844 1.984 0.381 0.3756
H 0.259 2.682 0.516 0.3332
H -0.081 2.066 -1.202 0.3029
H 2.162 1.623 -0.328 0.3507
H 1.007 -0.011 1.984 0.3131
H 2.593 -0.370 1.198 0.2837
H 1.583 -2.148 0.120 0.5188
H -0.718 -2.431 -0.322 0.3591
H -0.753 -1.765 1.330 0.3844
H 2.333 -0.569 -1.492 0.3158
H 0.738 -0.205 -2.073 0.2999
```

Values from the calculation:
- SMILES = C1C[C@H]2C[C@@H](CS1)C2
- molar mass (g/mol) = 128.240
- ΔE to the lowest compared entry with this formula, charge and spin (kJ/mol) = 136.1
- HOMO energy (eV) = -8.4
- total charge = 0
- energy (hartree) = -672.06508

[2]
# C7H12Si

A single C7H12Si molecule at a distorted geometry (the ωB97M-V functional and the def2-TZVPD basis, OMol25).

```
20
Properties=species:S:1:pos:R:3:mulliken_charge:R:1
Si 0.488 2.053 1.277 0.2860
C 0.177 0.538 0.111 0.6438
C 0.728 0.576 -1.428 -0.4914
C 0.826 -0.703 -1.686 -0.6579
C 0.364 -1.595 -0.597 -0.1945
C -1.199 -1.431 -0.574 -0.7036
C -1.321 0.005 0.004 -1.1806
C 0.881 -0.788 0.530 -1.0380
H 0.597 3.158 0.275 -0.1293
H 1.605 2.091 2.286 -0.1127
H -0.767 2.101 2.052 -0.1120
H 0.882 1.535 -1.867 0.4445
H 1.155 -1.172 -2.595 0.4354
H 0.665 -2.552 -0.867 0.5386
H -1.741 -2.085 0.112 0.3269
H -1.735 -1.396 -1.499 0.3182
H -1.988 0.606 -0.560 0.4198
H -1.813 -0.071 0.883 0.5267
H 0.515 -1.024 1.514 0.4124
H 2.041 -0.793 0.584 0.2677
```

Values from the calculation:
- SMILES = [SiH3][C@]12C=C[C@H](CC1)C2
- molar mass (g/mol) = 124.259
- ΔE to the lowest compared entry with this formula, charge and spin (kJ/mol) = 177.2
- HOMO energy (eV) = -9.3
- total charge = 0
- energy (hartree) = -563.31814